DFT (ωB97M-V/def2-TZVPD) results for a molecular structure, C59H59IrN4SSeTe.

Summary:
spin multiplicity = 1
HOMO energy (alpha / beta) = -0.518 / -0.518 eV
largest force on an atom = 0.007 Eh/bohr
charge = -2
LUMO level (alpha / beta) = 3.44 / 3.44 eV

```
126
C59H59IrN4SSeTe, DFT ωB97M-V/def2-TZVPD
Ir -0.850 0.575 0.099
S 0.818 1.411 -4.943
C 2.267 0.552 -4.568
C 3.422 0.393 -5.328
C 4.455 -0.356 -4.796
C 4.333 -0.948 -3.534
C 3.180 -0.803 -2.791
C 2.135 -0.039 -3.306
N 0.934 0.200 -2.663
C 0.157 0.949 -3.358
C -1.171 1.448 -2.957
C -1.917 2.111 -3.942
C -3.233 2.469 -3.750
C -3.838 2.098 -2.556
C -3.088 1.484 -1.570
C -1.709 1.205 -1.674
H 3.507 0.839 -6.312
H 5.361 -0.502 -5.372
H 5.142 -1.560 -3.151
H 3.045 -1.303 -1.845
H -1.458 2.336 -4.899
H -3.784 2.986 -4.527
H -4.894 2.290 -2.390
H -3.600 1.184 -0.670
C 1.897 -2.313 0.433
C 1.994 -1.801 1.872
C 3.229 -2.367 2.569
C 0.713 -2.108 2.617
C 0.530 -3.335 3.241
C -0.653 -3.640 3.893
C -1.675 -2.710 3.932
C -1.538 -1.468 3.326
C -2.671 -0.461 3.392
C -3.054 -0.145 4.837
C -3.879 -0.932 2.586
C -0.338 -1.187 2.662
N -0.205 0.074 2.002
C 0.215 1.087 2.710
C 0.129 2.353 2.082
N -0.367 2.357 0.854
C -0.644 3.649 0.298
C 0.337 4.273 -0.485
C -0.033 5.399 -1.208
C -1.303 5.937 -1.087
C -2.185 5.409 -0.158
C -1.869 4.275 0.580
C -2.735 3.855 1.766
C -3.721 2.730 1.496
C -3.465 5.048 2.382
C 1.790 3.825 -0.423
C 2.150 2.793 -1.477
C 2.751 5.011 -0.464
C 0.543 3.382 3.037
C 0.668 4.747 3.030
C 1.124 5.391 4.213
C 1.432 4.704 5.360
C 1.302 3.289 5.397
C 1.566 2.425 6.494
C 1.387 1.070 6.368
C 0.939 0.466 5.161
C 0.677 1.278 4.094
C 0.865 2.678 4.232
H 2.869 -2.227 -0.060
H 1.164 -1.757 -0.154
H 1.597 -3.364 0.408
H 2.104 -0.713 1.839
H 3.260 -3.459 2.507
H 3.266 -2.081 3.625
H 4.131 -1.992 2.078
H 1.319 -4.076 3.196
H -0.787 -4.615 4.345
H -2.610 -2.959 4.423
H -2.314 0.464 2.932
H -3.513 -1.010 5.326
H -3.779 0.674 4.863
H -2.179 0.151 5.424
H -4.217 -1.916 2.922
H -3.631 -1.017 1.527
H -4.706 -0.224 2.698
H 0.690 5.875 -1.860
H -1.589 6.802 -1.676
H -3.135 5.903 0.005
H -2.048 3.487 2.534
H -4.415 3.002 0.695
H -4.300 2.520 2.402
H -3.194 1.823 1.209
H -4.283 5.395 1.744
H -2.788 5.888 2.560
H -3.903 4.749 3.338
H 1.922 3.341 0.549
H 1.981 3.177 -2.489
H 1.549 1.899 -1.351
H 3.202 2.505 -1.389
H 2.785 5.467 -1.457
H 3.761 4.667 -0.231
H 2.474 5.785 0.259
H 0.431 5.333 2.150
H 1.226 6.471 4.202
H 1.773 5.236 6.242
H 1.912 2.844 7.434
H 1.595 0.430 7.218
H 0.814 -0.609 5.098
Se -2.415 -4.062 0.026
C -1.826 -2.392 -0.171
N -1.487 -1.278 -0.233
C 0.699 -9.323 -5.634
C 0.636 -7.925 -5.076
C -0.564 -7.237 -4.980
C -0.639 -5.937 -4.482
C -1.984 -5.275 -4.393
C 0.526 -5.272 -4.053
Te 0.435 -3.297 -3.278
C 1.748 -5.973 -4.140
C 3.034 -5.341 -3.691
C 1.783 -7.269 -4.647
H -0.299 -9.763 -5.696
H 1.315 -9.977 -5.009
H 1.130 -9.341 -6.641
H -1.483 -7.728 -5.296
H -2.762 -5.915 -4.819
H -1.974 -4.313 -4.911
H -2.230 -5.041 -3.353
H 2.946 -4.977 -2.665
H 3.258 -4.455 -4.292
H 3.864 -6.052 -3.763
H 2.740 -7.785 -4.698
```